1.
The following is a quantum chemistry calculation of 3 unconnected molecules or ions with the total composition C3H13NO3, from the Open Molecules 2025 dataset.

Results
**Energy above the lowest of the compared OMol25 structures with the same formula, charge and spin**: 49.59 kcal/mol
**⟨S²⟩**: 0.75
**Orbital gap (alpha / beta)**: 1.979 / 9.411 eV

Geometry as ORCA input:
```
! wB97M-V def2-TZVPD RIJCOSX def2/J DEFGRID3
* xyz -1 2
C -1.96629 -0.66635 -2.50310
N -0.83599 -0.62256 -1.51094
C -0.18011 -1.87693 -1.25070
C 0.48769 -2.05182 0.00534
O 1.93958 -2.16563 -0.18751
H -2.54395 -1.68131 -2.66591
H -1.57414 -0.24386 -3.45483
H -2.67983 0.05360 -2.16268
H -0.34395 0.20958 -1.71137
H -1.06204 -2.51471 -1.17487
H 0.46604 -2.42342 -2.01989
H 0.24345 -1.04110 0.42082
H 0.20027 -2.98180 0.47651
H 1.96681 -2.67111 -1.02909
H 2.03419 3.86806 2.95537
H 1.83979 5.15331 2.31248
O 2.02120 4.77691 3.20087
H 0.67617 2.31358 3.89701
H -0.72909 2.54599 3.19127
O 0.04021 2.01957 3.21121
*
```

---

2.
The following is a quantum chemistry calculation of 4 unconnected molecules or ions with the total composition C3H13NO3, from the Open Molecules 2025 dataset.

Results
**Energy above the lowest of the compared OMol25 structures with the same formula, charge and spin**: 18.59 kcal/mol
**Orbital gap**: 8.616 eV
**SMILES string**: C/C=C/N.O.O.O

Geometry as ORCA input:
```
! wB97M-V def2-TZVPD RIJCOSX def2/J DEFGRID3
* xyz 0 1
C -1.42894 -1.68432 1.88482
C -0.50395 -1.52629 0.70618
C -0.51510 -2.33751 -0.34903
N 0.34233 -2.23130 -1.43687
H -1.17052 -2.57454 2.47100
H -1.33538 -0.80342 2.52162
H -2.47934 -1.79809 1.63021
H 0.19187 -0.69116 0.66496
H -1.21193 -3.16092 -0.36187
H 0.05725 -2.56304 -2.34723
H 0.75261 -1.31366 -1.52334
H -0.20449 1.76163 -1.28215
H 0.49976 0.66543 -2.16365
O 0.64473 1.48272 -1.66131
H 3.25270 3.08111 0.08055
H 2.40423 1.81219 -0.19837
O 2.77386 2.36662 0.50516
H -0.89183 2.61541 0.80262
H -0.24752 3.78582 0.08189
O -0.93034 3.11335 -0.02520
*
```

---

3.
The following is a quantum chemistry calculation of 4 unconnected molecules or ions with the total composition C3H13NO3, from the Open Molecules 2025 dataset.

Results
**Energy above the lowest of the compared OMol25 structures with the same formula, charge and spin**: 62.44 kcal/mol
**Orbital gap**: 8.450 eV
**SMILES string**: C=CNC.O.O.O

Geometry as ORCA input:
```
! wB97M-V def2-TZVPD RIJCOSX def2/J DEFGRID3
* xyz 0 1
C -2.35458 -1.03649 0.70493
C -1.44651 -0.69102 1.66819
N -0.07748 -0.94750 1.57818
C 0.67244 -1.62632 2.67210
H -2.32908 -1.85728 0.07663
H -3.24506 -0.46272 0.34260
H -1.80548 -0.06454 2.46761
H 0.13630 -1.58348 0.74612
H 1.42521 -2.37772 2.36593
H 1.11167 -1.05966 3.42040
H -0.09237 -2.18375 3.23759
H 2.15012 4.03397 -1.17404
H 3.28244 4.15081 -2.25065
O 2.76536 3.53955 -1.67214
H -3.14943 1.03319 -3.45498
H -1.69952 0.86869 -2.95407
O -2.52449 1.38740 -2.90858
H 2.61601 -2.04638 -0.84901
H 2.66714 -0.64736 -0.46930
O 2.03992 -1.30799 -0.77220
*
```

---

4.
The following is a quantum chemistry calculation of 3 unconnected molecules or ions with the total composition C3H13NO3, from the Open Molecules 2025 dataset.

Results
**Energy above the lowest of the compared OMol25 structures with the same formula, charge and spin**: 31.05 kcal/mol
**Orbital gap**: 10.322 eV
**SMILES string**: CCNCO.O.O

Geometry as ORCA input:
```
! wB97M-V def2-TZVPD RIJCOSX def2/J DEFGRID3
* xyz 0 1
C -0.49663 0.74102 -1.85660
N -1.31602 1.12586 -0.63729
C -0.73181 0.39583 0.52163
O -1.21748 -0.93438 0.42801
C -0.32315 1.90686 -2.84396
H -1.03738 -0.08056 -2.33823
H 0.49211 0.37289 -1.56001
H -0.95069 2.08268 -0.61954
H -1.13216 0.75286 1.47766
H 0.34316 0.54422 0.46682
H -2.18656 -0.83686 0.30819
H -0.05765 1.56808 -3.84002
H 0.53113 2.53264 -2.57244
H -1.27897 2.43786 -2.87626
H 1.22817 -2.96080 2.04662
H -0.11837 -3.78508 2.02373
O 0.82759 -3.81313 1.85019
H 1.74599 -0.46538 3.53622
H 3.18711 -0.90907 3.55918
O 2.49163 -0.67556 2.92609
*
```

---

5.
The following is a quantum chemistry calculation of 4 unconnected molecules or ions with the total composition C3H13NO3, from the Open Molecules 2025 dataset.

Results
**Energy above the lowest of the compared OMol25 structures with the same formula, charge and spin**: 35.50 kcal/mol
**Orbital gap**: 8.956 eV
**SMILES string**: C/C=C/N.O.O.O

Geometry as ORCA input:
```
! wB97M-V def2-TZVPD RIJCOSX def2/J DEFGRID3
* xyz 0 1
C 1.75364 1.34023 1.67401
C 0.59226 1.44606 0.74353
C -0.20538 0.41699 0.36595
N -0.85376 0.29780 -0.85169
H 2.69231 1.40981 1.12284
H 1.72904 2.17594 2.38841
H 1.74962 0.35449 2.14224
H 0.60899 2.18118 -0.08846
H -0.60201 -0.20174 1.18231
H -1.86286 0.26685 -0.81923
H -0.45678 0.76741 -1.64547
H 0.69832 -1.58490 -0.43980
H 1.47037 -2.35749 0.53894
O 0.97353 -2.48858 -0.26215
H 0.96094 0.09032 -3.54442
H 0.98675 0.67218 -4.95081
O 0.38456 0.29925 -4.30645
H -4.06225 -1.47132 2.79513
H -3.01004 -2.21186 1.98399
O -3.54725 -1.40261 1.97114
*
```

---

6.
The following is a quantum chemistry calculation of 4 unconnected molecules or ions with the total composition C3H13NO3, from the Open Molecules 2025 dataset.

Results
**Energy above the lowest of the compared OMol25 structures with the same formula, charge and spin**: 65.44 kcal/mol
**Orbital gap**: 9.262 eV
**SMILES string**: C/C=C/N.O.O.O

Geometry as ORCA input:
```
! wB97M-V def2-TZVPD RIJCOSX def2/J DEFGRID3
* xyz 0 1
C -4.10511 -0.62836 2.71827
C -3.70467 -0.80192 1.25720
C -2.87250 -0.14132 0.43593
N -2.38882 -0.27873 -0.95684
H -3.66032 -1.31865 3.46130
H -3.92376 0.26672 3.38793
H -5.11406 -0.58202 3.02648
H -4.37990 -1.65601 0.96109
H -2.56159 0.82955 0.90260
H -1.37859 -0.41884 -0.97210
H -2.95919 -1.09087 -1.30599
H 0.64322 -1.76713 -2.51866
H 1.70168 -2.50316 -1.58000
O 1.29958 -1.63508 -1.67020
H 4.61238 1.20876 -0.89321
H 3.46222 0.35233 -1.03358
O 4.27655 0.56368 -1.43838
H 4.18003 2.86356 -0.24914
H 5.68637 3.06929 -0.11024
O 4.98724 2.58730 0.25270
*
```